(1)
65
Properties=species:S:1:pos:R:3:forces:R:3:nbo_charge:R:1 method="wB97M-V/def2-TZVPD" e_homo_ev=-6.5 charge=0 gap_ha=0.080 lumo_energy_ha=-0.160
C 1.061 1.838 3.550 0.046 -0.082 0.215 -0.604
C 1.764 0.503 3.254 0.426 0.034 0.304 -0.505
C 1.120 -0.255 2.144 0.044 -0.142 0.026 0.860
O 1.557 -0.232 1.009 0.149 0.247 -0.859 -0.708
O 0.049 -0.959 2.463 -0.534 0.739 0.519 -0.510
C -1.057 -0.910 1.524 0.283 -1.020 -0.919 -0.071
C -2.256 -1.562 2.158 0.242 0.471 0.121 -0.409
C -3.031 -0.712 3.199 -0.732 -0.934 0.062 0.004
C -3.511 -1.654 4.318 0.067 -0.308 -0.317 -0.624
N -4.232 -0.191 2.487 0.528 0.432 -0.277 -0.638
C -4.785 1.031 3.030 -0.617 0.278 0.262 -0.230
C -6.210 1.239 2.531 0.754 -0.322 -0.184 -0.428
C -6.333 1.432 1.033 -0.570 -0.035 0.068 -0.489
I -5.139 3.013 0.237 0.017 -0.013 -0.050 0.038
C -2.165 0.439 3.763 0.373 0.604 0.164 0.755
O -1.781 0.355 4.943 0.013 -0.147 0.062 -0.754
O -1.913 1.360 2.950 -0.016 0.067 -0.256 -0.801
H 1.801 2.596 3.799 0.144 0.034 0.006 0.190
H 0.471 2.189 2.715 -0.155 0.051 -0.126 0.233
H 0.394 1.722 4.393 -0.348 0.009 -0.014 0.263
H 2.789 0.702 2.954 0.148 -0.119 -0.140 0.198
H 1.796 -0.105 4.154 -0.124 -0.122 0.100 0.235
H -0.759 -1.493 0.648 0.056 -0.139 -0.054 0.156
H -1.250 0.099 1.183 0.043 0.317 0.407 0.233
H -1.936 -2.516 2.570 0.087 -0.068 0.196 0.202
H -2.949 -1.779 1.347 -0.142 -0.087 -0.078 0.214
H -4.501 -1.371 4.668 -0.001 0.232 0.296 0.193
H -2.809 -1.685 5.142 0.075 0.146 0.159 0.252
H -3.604 -2.670 3.926 -0.139 -0.109 -0.065 0.177
H -4.939 -0.913 2.544 -0.056 -0.112 -0.001 0.336
H -4.828 1.047 4.126 0.093 -0.140 0.153 0.172
H -4.184 1.887 2.744 0.295 -0.047 -0.063 0.234
H -6.652 2.071 3.071 -0.189 0.090 0.030 0.211
H -6.750 0.315 2.755 -0.403 0.086 0.144 0.196
H -7.354 1.697 0.782 -0.078 0.145 -0.104 0.211
H -6.101 0.531 0.481 0.385 -0.041 -0.067 0.219
C 2.679 -1.555 -1.735 0.011 -0.240 -0.383 -0.638
C 3.297 -0.178 -2.081 -0.489 -2.143 1.906 0.091
C 2.194 0.877 -2.263 -0.163 0.651 -0.862 -0.404
C 1.415 0.772 -3.572 0.078 -0.269 0.034 -0.416
C 2.346 0.717 -4.782 -0.150 0.637 0.762 -0.404
C 3.391 -0.405 -4.694 -0.306 -2.189 -1.430 0.096
N 4.098 -0.244 -3.363 -2.455 3.444 -0.364 0.358
O 4.973 0.543 -3.408 1.994 -0.422 0.092 -0.112
C 2.718 -1.782 -4.823 -0.112 -0.085 0.419 -0.635
C 4.389 -0.315 -5.841 0.450 0.455 0.277 -0.626
C 4.174 0.201 -0.906 0.517 0.499 -0.036 -0.643
H 3.297 -2.378 -2.097 0.019 0.007 -0.007 0.213
H 2.602 -1.656 -0.656 -0.035 0.205 0.021 0.283
H 1.673 -1.680 -2.129 0.016 0.019 -0.033 0.220
H 2.648 1.871 -2.202 0.136 -0.055 0.000 0.219
H 1.524 0.784 -1.406 0.158 -0.200 0.145 0.294
H 0.760 -0.101 -3.558 -0.007 -0.002 -0.001 0.216
H 0.759 1.638 -3.664 -0.008 0.002 0.012 0.253
H 1.778 0.565 -5.699 0.098 -0.177 -0.071 0.248
H 2.861 1.678 -4.885 0.124 -0.068 0.005 0.221
H 3.429 -2.587 -4.642 0.019 -0.003 -0.033 0.228
H 2.339 -1.892 -5.836 0.081 0.100 -0.075 0.239
H 1.872 -1.920 -4.157 0.044 0.025 0.032 0.233
H 4.858 0.665 -5.914 0.012 -0.002 0.042 0.234
H 3.863 -0.498 -6.773 -0.106 -0.038 0.024 0.242
H 5.173 -1.065 -5.741 -0.009 -0.026 -0.006 0.231
H 5.002 -0.496 -0.767 -0.045 -0.066 -0.040 0.225
H 3.538 0.170 -0.021 -0.073 -0.037 -0.028 0.297
H 4.580 1.210 -0.979 0.039 -0.022 -0.119 0.224

***

(2)
21
Properties=species:S:1:pos:R:3:forces:R:3:mulliken_spin:R:1 method="wB97M-V/def2-TZVPD" s_squared=0.761 e_above_lowest_ev=0.070 e_homo_ev="-16.7 / -16.4" charge=+2 gap_ha="0.219 / 0.215" lumo_energy_ha="-0.395 / -0.389" multiplicity=2
O -0.236 2.837 -3.456 -0.093 -2.607 3.307 0.009
C -0.265 2.127 -2.555 0.010 2.872 -3.650 -0.023
Ti -0.304 0.674 -0.839 0.313 -2.197 1.207 0.937
O -0.224 3.301 1.104 -0.137 -4.299 -3.444 0.050
C -0.249 2.408 0.358 0.187 5.982 3.960 -0.031
C -0.210 -0.854 -2.410 -0.203 -1.224 -1.913 -0.029
O -0.321 -2.023 -2.122 0.121 2.719 0.170 0.073
C 1.797 0.603 -1.234 6.002 -0.337 -0.426 -0.022
O 2.952 0.538 -1.294 -4.987 0.262 0.122 0.032
C -2.379 0.586 -1.135 -6.225 -0.425 -1.019 -0.040
O -3.522 0.513 -1.283 4.681 0.287 0.631 0.053
H -0.105 -0.464 -3.468 0.073 -0.894 0.415 0.005
C -0.713 -2.018 2.198 -0.451 -0.543 0.033 -0.001
S -0.202 -0.681 1.084 0.317 -0.375 0.896 -0.012
C 1.385 -0.231 1.822 0.359 0.106 0.346 0.002
H -1.641 -2.452 1.841 -0.088 0.062 -0.188 0.000
H -0.872 -1.620 3.199 0.071 0.304 -0.124 0.000
H 0.049 -2.799 2.227 0.114 0.242 -0.261 -0.001
H 1.624 0.825 1.640 -0.023 -0.275 0.075 0.000
H 1.271 -0.386 2.904 0.150 0.168 -0.302 -0.001
H 2.168 -0.883 1.417 -0.191 0.171 0.165 -0.001

***

(3)
13
Properties=species:S:1:pos:R:3:forces:R:3:nbo_charge:R:1 method="wB97M-V/def2-TZVPD" e_above_lowest_ev=5.833 e_homo_ev="-8.0 / -7.9" charge=0 gap_ha="0.269 / 0.266" lumo_energy_ha="-0.026 / -0.026"
C -0.478 0.769 -1.040 0.151 1.015 -0.841 -0.240
C 0.428 -0.406 -1.160 -0.953 0.179 0.553 -0.260
N -0.280 -0.991 -0.038 0.466 -1.250 0.320 -0.595
C -0.452 1.392 0.233 0.689 0.259 1.012 0.526
C -0.125 -0.244 1.243 -1.136 -0.578 -1.228 0.021
N 1.026 -0.354 1.895 0.188 1.120 0.245 -0.541
O -0.499 2.494 0.689 -0.285 -0.749 -0.240 -0.479
H -0.881 -1.804 -0.160 0.472 0.346 0.329 0.411
H -1.287 0.915 -1.743 -0.017 0.059 0.080 0.234
H 1.808 -0.171 1.264 0.087 -0.613 -0.086 0.310
H 0.284 -0.979 -2.075 0.150 0.107 0.125 0.227
H 1.481 -0.206 -0.954 -0.027 -0.186 -0.146 0.195
H -1.024 -0.415 1.848 0.215 0.290 -0.123 0.190

***

no.,molar mass (g/mol)
1,512.4
2,251.1
3,98.1